Computed, not measured: a cluster of 3 separate species, C4H14O2S in total in a non-equilibrium geometry, with ωB97M-V with the def2-TZVPD basis set.

```
21
Properties=species:S:1:pos:R:3
C -1.1864 2.6000 -0.8206
C -0.4699 1.3186 -0.2595
C -0.4821 0.1123 -1.3085
S 0.7712 -1.2976 -1.0549
C 2.3154 -0.3997 -0.5684
H -1.2430 2.5661 -1.9097
H -0.9682 3.5731 -0.4754
H -2.2488 2.5830 -0.5817
H 0.5991 1.4071 0.0072
H -0.8712 0.8491 0.6303
H -1.4140 -0.3211 -1.3319
H -0.2478 0.4650 -2.4220
H 2.2357 0.7864 -0.7988
H 3.1113 -0.9730 -1.0255
H 2.4793 -0.4376 0.5193
H 2.3172 1.2282 3.0451
H 3.3308 0.3066 3.7457
O 3.2750 1.1535 3.3267
H -3.2359 -4.7672 0.8624
H -4.4928 -5.4656 0.2927
O -3.5748 -5.2871 0.1276
```

Its charge is +1. The total energy is -19295.451 eV. The HOMO-LUMO gap (spin up / spin down) comes out at 10.10 / 5.41 eV. The multiplicity is 2.

=====

Computed, not measured: a cluster of 3 separate species, C4H14O2S2 in total in a non-equilibrium geometry, with ωB97M-V with the def2-TZVPD basis set.

```
22
Properties=species:S:1:pos:R:3
C 2.1530 1.0471 -0.8955
C 1.2223 2.1472 -1.5346
C 1.6059 0.2927 0.2095
S 0.6401 -1.1899 -0.4475
S 0.0887 -2.2829 1.0611
C -1.6850 -1.8789 1.2209
H 2.4416 0.3419 -1.7276
H 3.0145 1.6207 -0.5104
H 1.1201 2.9113 -0.8319
H 1.6253 2.6374 -2.4251
H 0.2387 1.6649 -1.7288
H 2.4800 0.0543 0.8371
H 0.9386 0.8608 0.9085
H -2.4001 -2.7539 1.3806
H -1.8528 -1.3231 2.0766
H -2.0019 -1.1437 0.3825
H -1.9673 2.5916 1.1521
H -1.9948 4.1680 1.4137
O -1.6981 3.4399 0.7477
H -1.9510 1.5288 -0.7044
H -2.1689 0.6843 -1.9162
O -1.9219 0.5693 -1.0133
```

Its charge is -1. The total energy is -30138.941 eV. The HOMO-LUMO gap (spin up / spin down) comes out at 2.41 / 8.43 eV. The multiplicity is 2.

=====

Computed, not measured: a structure of composition C4H14O2Si2, with ωB97M-V with the def2-TZVPD basis set.

```
22
Properties=species:S:1:pos:R:3
C -0.3615 -1.2640 2.4731
C -0.8932 -2.1881 1.3892
O -1.7189 -1.5535 0.4346
C -1.1248 -0.4279 -0.1870
Si 0.4506 -0.8417 -1.1463
O 0.7070 0.2814 -2.3232
Si 0.4512 1.8973 -2.1576
C 1.2793 2.5820 -0.6313
H 0.6327 -0.8769 2.2480
H -0.2935 -1.8111 3.4124
H -1.0335 -0.4183 2.6259
H -0.0624 -2.6917 0.8762
H -1.5101 -2.9685 1.8286
H -1.8561 -0.0446 -0.9016
H -0.9494 0.3853 0.5315
H 1.6408 -0.8625 -0.2601
H 0.3315 -2.1612 -1.7929
H 0.9657 2.5550 -3.3731
H -1.0049 2.1659 -2.0797
H 0.5658 3.1860 -0.0695
H 1.6856 1.8198 0.0322
H 2.0985 3.2374 -0.9295
```

The total energy is -24226.664 eV. The HOMO-LUMO gap comes out at 10.33 eV.

=====

Computed, not measured: a cluster of 4 separate species, C4H14O3 in total in a non-equilibrium geometry, with ωB97M-V with the def2-TZVPD basis set.

```
21
Properties=species:S:1:pos:R:3
C 1.6674 -0.0690 0.3458
C 1.8131 1.3166 0.9132
C 0.7405 2.0604 1.2234
C 3.1596 2.0047 1.0349
H 0.6638 -0.1583 -0.0117
H 1.8602 -0.8823 1.0517
H 2.3660 -0.1726 -0.4866
H 0.9813 3.0328 1.6468
H -0.2621 1.7617 0.9086
H 3.0293 3.0590 1.3062
H 3.3851 2.1261 -0.0420
H 3.9834 1.5036 1.5220
H -2.1623 -3.2159 -3.0741
H -3.1181 -4.1384 -3.7694
O -2.1960 -3.8692 -3.8094
H -3.0772 -0.5204 -2.7012
H -3.5971 -0.3870 -1.1860
O -2.8440 -0.2674 -1.7851
H -1.5489 -0.8197 2.8477
H -2.5126 -1.1239 1.5637
O -2.3312 -1.2408 2.5015
```

Its charge is -1. The total energy is -10515.777 eV. The HOMO-LUMO gap (spin up / spin down) comes out at 2.50 / 9.85 eV. The multiplicity is 2.

=====

Summary of relative energy (zero: lowest compared OMol25 entry of this formula, charge and spin) in kJ/mol
124.2, 213.6, 237.6, 65.2
(order as listed above)